Here is a structure of composition C49H43AgAsNPSeSi from OMol25. Energies are from the ωB97M-V functional and the def2-TZVPD basis.

The value obtained for the total energy is -200353.27586 eV. For the relative energy (zero: lowest compared OMol25 entry of this formula, charge and spin), the calculation gives 0.670 eV. The charge is -1. For the HOMO energy, the calculation gives -4.560 eV.

The geometry in XYZ format:
```
98
Properties=species:S:1:pos:R:3:mulliken_charge:R:1
C -0.36719 -3.91067 4.37367 -0.899
H -6.00754 -0.50692 -0.69552 0.310
C 0.83277 -3.32882 3.94809 0.385
C 0.27785 -1.47278 -3.71429 -0.872
H 3.97807 2.82473 2.26897 0.363
C -4.08489 3.00918 -2.75928 0.249
H 1.63235 -1.78284 -5.40188 0.336
C -1.36855 1.15772 1.89671 -0.587
C 5.13348 -2.03050 3.28522 -0.068
H -4.24284 5.20105 -5.94476 0.388
C -2.94986 3.76535 -3.08589 -0.472
H 2.66848 3.46954 4.32350 0.403
N 8.15124 -0.37400 -0.83428 -0.656
H -4.86449 -0.05966 -2.57612 0.951
C 6.10499 -1.66890 -0.86866 -0.087
H 1.14378 -0.51680 4.58517 0.365
Ag 2.51777 -1.51147 -0.37325 -0.706
C -3.82271 0.13419 -2.35544 -1.575
C -0.16755 1.26010 -0.60952 -0.409
H 1.21942 0.55785 -6.26022 0.376
H 0.67802 3.12631 0.08493 0.422
C -1.30367 -3.42414 2.22031 -0.561
H -5.96617 3.79713 -0.43062 0.309
C 3.37013 2.08938 2.81826 -0.716
C -0.53690 2.21751 1.56821 -0.557
H -6.17140 2.61631 -3.17774 0.290
H 0.52428 -2.46154 -3.27159 0.348
C -5.29719 3.90707 -4.64646 -0.321
H 8.21441 1.22183 -2.11192 0.407
H -2.11777 -3.48602 1.48548 0.427
P -1.31755 -1.21989 -1.46050 -0.035
Si 2.49575 -1.89536 2.02067 1.266
C -0.09565 -2.89873 1.83684 0.156
H -2.40279 -4.32617 3.87220 0.320
H 1.65488 -3.19938 4.66345 0.401
C 2.47397 -0.20160 2.92591 0.363
H -3.42329 -1.93094 -2.32727 0.656
C -1.60091 0.17442 0.94435 -0.825
C 2.67604 2.46408 3.97493 -0.526
C -1.04258 0.21314 -0.32949 0.984
H -0.32530 2.05550 -5.20343 0.450
C -0.65728 -0.63354 -3.08899 0.729
C -7.62070 0.36983 0.17563 -0.756
C -3.04179 4.57685 -4.22821 -0.412
C 1.00077 -2.83206 2.67620 -0.422
H -3.35853 0.43351 -3.29059 0.891
H -2.19677 5.18066 -4.52869 0.394
H 7.12117 -4.42379 4.62785 0.362
C -4.18391 4.66321 -5.01773 -0.701
C 1.86235 1.48282 4.59521 -0.648
C 5.13791 -4.69553 3.77878 -0.462
H 0.31081 1.24519 -1.58477 0.695
H 0.02825 -2.48265 0.81552 -0.089
H 5.12690 -0.95862 3.16615 0.300
C 6.22297 -2.57678 3.92987 -0.625
H -1.87256 1.11407 2.85317 0.468
C -0.18253 1.07169 -4.75420 -0.820
C 4.07726 -4.12563 3.09909 -0.535
H 1.29329 1.75278 5.47685 0.362
As -3.90442 1.79294 -1.27483 0.799
H -1.45987 1.35175 -3.08041 0.344
C 4.00543 -2.73155 2.92423 0.398
C 3.22613 0.81750 2.31628 -0.605
C 0.04075 2.26816 0.31603 -0.631
C -0.80247 0.66648 -3.59730 0.049
C -8.30462 1.49412 0.56613 -0.434
C 1.79435 0.18105 4.07342 -0.092
C 0.69424 0.18728 -5.38865 -0.486
C -3.15747 -1.08099 -1.70964 -1.239
C -1.43994 -3.93824 3.50554 -0.392
C 7.39077 -1.40586 -0.41251 -0.271
C -6.38289 0.43773 -0.43381 -0.333
H 3.26112 -4.77059 2.80397 0.400
H -2.04782 3.85870 -2.47827 0.413
C 7.56516 0.47263 -1.74262 -0.433
C 6.26854 -3.93348 4.15348 -0.465
H -7.95317 -0.60215 0.40426 0.399
C -5.79888 1.68682 -0.70244 0.006
H 5.04121 -5.76442 3.96412 0.335
H 5.65665 -2.58938 -0.51506 0.349
H -0.35651 3.08799 2.21404 0.325
H 7.80384 -2.15164 0.26755 0.356
H 5.81231 1.04191 -2.83382 0.346
Se 3.74698 -1.05025 -2.55727 -0.440
C 6.25766 0.29497 -2.17293 -0.386
H 7.04167 -1.96879 4.25942 0.402
H -3.62973 -1.34326 -0.73527 0.354
H -9.22169 1.46291 1.12733 0.374
C 0.93619 -1.07192 -4.86987 -0.658
C 5.50587 -0.79076 -1.74370 0.157
H -2.20198 -0.68637 1.23297 0.147
H 3.70919 0.56128 1.38136 0.273
H -0.46659 -4.31624 5.35224 0.438
H -6.24334 3.96901 -5.25507 0.305
C -5.25858 3.12284 -3.50633 -0.435
H -8.27070 3.64496 0.68415 0.356
C -6.47364 2.81840 -0.25074 -0.167
C -7.72223 2.75912 0.35420 -0.634
```